{
  "formula": "C20H65N19O11",
  "method": "ωB97M-V with the def2-TZVPD basis set",
  "homo_energy_ev": -8.1625,
  "max_force_ev_per_a": 9.10,
  "multiplicity": 1,
  "total_charge": 0,
  "smiles": "COC[C@H](C)N.COC[C@H](C)N.COC[C@H](C)N.NC(N)=O.NC(N)=O.NC(N)=O.NC(N)=O.NC(N)=O.NC(N)=O.NC(N)=O.NC(N)=O",
  "relative_energy_kj_mol": 771.1,
  "gap_ev": 7.93,
  "symbols": ["O", "H", "H", "H", "C", "H", "H", "C", "H", "H", "H", "O", "N", "H", "H", "N", "H", "N", "H", "H", "H", "H", "H", "N", "H", "O", "N", "N", "H", "C", "H", "H", "H", "H", "C", "H", "N", "H", "H", "H", "C", "H", "O", "H", "H", "H", "H", "H", "N", "H", "H", "H", "H", "N", "N", "H", "C", "H", "O", "H", "H", "C", "H", "H", "H", "H", "N", "O", "H", "H", "H", "C", "N", "H", "H", "H", "H", "C", "C", "C", "H", "C", "O", "O", "N", "C", "H", "C", "C", "C", "H", "N", "N", "N", "H", "H", "H", "O", "C", "N", "H", "C", "H", "C", "O", "H", "H", "N", "H", "H", "O", "H", "N", "C", "H"],
  "xyz": [[5.14884, -1.69069, 0.56769], [0.49438, -0.87676, 1.02647], [-3.88495, 2.53620, 2.14189], [2.85999, 3.02723, -4.02970], [3.61620, 1.04891, 3.39147], [3.21401, 1.10133, -0.59274], [-6.48436, -4.08459, -6.32052], [0.21569, 1.71936, -3.75023], [4.23798, 4.49570, -2.76356], [5.88314, 0.80535, 5.17321], [-5.16032, -2.69389, -3.20133], [-3.29365, -0.20781, -3.53877], [-2.85923, 4.46336, 2.72599], [1.22838, 0.01460, 2.86200], [-5.22479, 0.19728, -1.16695], [-5.53227, 0.08552, -3.45062], [0.36134, -3.95505, 1.32361], [-1.66396, 0.37621, 4.04705], [-0.17471, -7.23384, 1.00522], [0.25806, -2.39190, 3.98349], [3.44787, -3.28361, 4.34336], [4.97792, -0.65267, 5.03671], [2.57872, -1.82758, 0.65160], [-1.41881, 0.39547, 6.15188], [-0.69661, 0.69013, -2.32727], [1.07898, 1.67353, -4.61536], [-0.24513, -6.22935, 1.08357], [-4.35307, 0.15623, -1.67540], [-1.82374, -0.11924, 3.18155], [-6.38202, -3.83882, -5.26354], [-0.47086, -1.68096, -0.19570], [-5.66778, 0.02862, -4.44986], [4.09174, 6.34061, -3.92366], [2.30155, 6.37182, -4.21043], [3.10151, 6.20116, -3.48998], [-2.75111, -1.96525, -4.06286], [3.03492, -1.80520, -0.24923], [3.86117, -1.45578, -2.31800], [-6.90420, -4.67719, -4.80249], [2.39243, 1.61731, -2.01560], [0.49700, -5.61443, 0.22709], [2.14203, 3.24663, 4.42675], [-1.75994, 4.29587, 0.81747], [5.56122, -1.30057, -1.96304], [2.51223, -1.84475, -1.11254], [-1.96393, -3.58711, -1.58025], [1.39794, -3.54203, 4.60793], [2.19039, 1.71051, 1.82740], [-0.01662, 0.66018, -3.07348], [1.69675, 1.94114, -0.31850], [-3.58697, -4.23298, -1.12645], [-1.16447, 1.84019, 1.20439], [0.46919, -0.18049, -3.35160], [4.61885, -1.48654, -1.65086], [-0.28002, -0.87199, 0.37811], [-1.06034, 1.33084, 6.02270], [-3.02831, -3.59885, -1.81485], [-3.42395, 2.42195, 0.43637], [-1.98628, 0.24747, -0.36047], [-3.47147, 0.12011, -1.18391], [4.36852, 1.65479, 2.88649], [-2.60511, 3.87612, 1.58835], [0.16753, 3.60277, -3.63009], [3.43460, 0.04881, 2.99789], [-3.24296, -3.15623, -5.08527], [-1.02627, 2.78869, -2.65661], [-0.51790, 1.06958, 1.11386], [-4.98046, -3.87477, -4.93417], [3.68039, 3.82883, -4.98509], [-3.26225, -4.89678, -3.69654], [-6.93657, -2.94751, -4.97004], [2.13062, -2.48088, 3.12600], [3.25784, -2.93637, 3.41416], [-0.49547, -5.58602, 1.82085], [-1.53378, 0.02682, 7.08515], [1.21050, -3.74332, -0.15781], [0.42149, 0.96224, 1.46898], [-4.82747, -3.66103, -3.57809], [2.13352, 3.18689, 3.33842], [-0.98608, 0.17325, 0.28628], [-2.22549, 5.19869, 3.00485], [-1.83669, -0.30142, 5.17595], [3.84775, 1.09977, 4.82309], [1.12452, -6.23426, -0.62585], [0.68805, -4.35314, 0.45477], [2.37910, 4.23918, -1.78100], [1.29862, 4.16302, -1.90295], [-4.30285, 0.00029, -2.94618], [4.91421, 0.36797, 5.41398], [3.20369, 4.73265, -3.01294], [3.04159, 6.79646, -2.57887], [1.20220, -2.74936, 4.01340], [-3.46812, 2.92782, 1.30943], [2.94415, 3.99291, -4.31342], [3.81686, -3.15115, 2.60085], [2.37579, 5.06619, -1.07097], [-6.16712, 0.42426, -2.74187], [3.15249, 3.24145, -0.96624], [4.31296, -1.66896, -0.38116], [1.16904, 0.88797, 3.36580], [-3.69007, 4.30960, 3.27932], [2.56568, 1.88999, -0.97458], [2.98165, 3.75649, 2.95850], [-3.32463, -3.86440, -3.35244], [1.97750, -1.65966, 2.20777], [1.15562, 3.57460, 3.05300], [1.32197, 0.65788, 4.33728], [-0.33844, 2.76068, -3.39567], [-5.29581, -4.39965, -2.92755], [-0.83766, 0.95244, 4.11990], [-2.25447, -1.40683, 5.31824], [4.85275, 0.37881, 6.50220], [-2.62659, -2.93495, -4.31636], [2.31293, 1.71929, 2.91046], [-3.39845, -2.58141, -1.68870]],
  "atomic_forces_ev_per_a": [[-1.5, 0.0, -1.5], [0.0, -0.7, -0.3], [-0.3, -0.6, -0.7], [-0.9, -0.5, -0.1], [0.1, 0.9, -0.4], [0.6, 0.6, 0.3], [0.2, 0.6, -0.1], [4.8, -3.8, -3.3], [0.1, 0.4, 0.6], [0.1, 0.3, -0.2], [-0.1, 0.5, -0.4], [2.6, -0.3, -2.1], [0.1, 1.9, 3.7], [0.1, -0.4, 0.3], [0.5, -0.1, 0.0], [-1.7, -0.1, -1.3], [0.1, 0.3, -0.4], [-0.3, 0.7, -2.6], [-0.5, 0.2, 0.9], [0.2, 0.1, 0.0], [0.3, -0.3, -0.6], [-0.3, -0.3, 0.1], [0.1, 0.0, 0.1], [1.9, 3.2, 5.7], [0.0, -0.7, -0.1], [1.2, 0.2, -1.6], [-2.3, -0.7, 2.1], [0.4, 0.6, 5.3], [0.3, 0.2, 0.1], [0.3, -1.3, -0.5], [0.0, 0.1, 0.1], [-0.4, 0.3, 0.4], [-0.3, 0.6, -0.4], [0.1, -0.1, 0.3], [0.7, -0.8, 1.8], [-0.2, 0.1, 0.2], [-4.0, -0.7, 0.2], [0.6, 0.2, -0.1], [0.1, -0.2, 0.5], [-0.7, -0.1, 0.1], [3.4, -2.5, -3.2], [0.2, 0.0, 0.1], [1.0, -0.3, -0.5], [-0.3, -0.1, 0.2], [-0.4, 0.1, 0.6], [0.0, -0.3, -0.1], [-0.6, 0.2, 0.1], [1.0, -0.2, -0.2], [-1.4, -4.3, 3.0], [-0.5, -0.3, -0.5], [0.1, -0.2, -0.2], [1.0, 0.7, 0.5], [-0.6, 0.2, 0.1], [1.4, 0.4, -2.7], [3.4, -5.9, -0.6], [-0.3, -0.2, 0.3], [-0.1, 0.4, -1.9], [0.1, -0.1, 0.3], [-3.0, 1.0, -2.0], [-0.1, -0.1, 0.4], [0.8, -0.7, -0.1], [0.8, 1.5, -2.3], [-0.5, 0.1, -0.2], [1.2, -0.4, 0.2], [0.6, 0.8, -0.9], [0.2, 0.1, -0.1], [-0.6, 3.0, 0.6], [-2.8, 0.3, -0.7], [0.8, 1.2, 0.1], [1.1, -0.1, 0.2], [0.5, 0.4, -0.1], [-3.6, 3.8, -0.8], [5.8, -2.9, 0.6], [-0.8, -1.6, 0.7], [0.2, 0.2, -0.2], [0.1, -0.6, 0.1], [-0.9, 0.9, 0.3], [1.5, -0.3, 1.8], [0.2, -0.9, 0.6], [-0.2, 1.1, 1.1], [-0.3, -0.1, 0.0], [-0.4, -0.9, -2.0], [-1.3, 0.2, -0.3], [-0.2, 0.0, -1.0], [0.1, 4.9, 0.9], [1.7, 1.1, 0.9], [0.1, -1.3, -0.3], [-1.1, -0.1, -1.4], [0.4, 0.1, -1.1], [0.3, -0.8, -2.2], [-0.2, 0.7, -0.3], [-2.3, -1.0, 1.7], [-1.7, -2.5, -0.2], [-1.1, -1.4, 1.5], [1.0, 0.3, 0.4], [0.3, 0.4, -0.1], [-0.7, 0.0, -1.4], [-1.4, -0.7, -1.2], [4.0, 0.2, 2.8], [0.0, 0.9, 0.4], [0.3, 0.0, -0.2], [0.4, 1.5, -0.4], [-0.3, 0.3, -0.1], [-0.4, 1.6, 1.0], [-1.1, -0.2, -1.0], [0.2, 0.1, -0.5], [0.1, -0.1, 0.3], [-4.0, 7.9, 2.2], [-0.7, -0.5, -0.3], [0.0, 0.2, -1.2], [-1.5, -3.3, -0.2], [-0.6, 0.1, -0.1], [0.1, -2.2, 1.1], [-1.2, 0.3, 1.7], [0.1, 0.2, 0.4]]
}